# 1
C15H20Cl2IN2Pd | ωB97M-V with the def2-TZVPD basis set

For the energy, the calculation gives -55453.2583 eV. Its HOMO energy (spin up / spin down) is -18.26 / -18.26 eV. As for the gap between HOMO and LUMO (spin up / spin down): 4.26 / 4.43 eV. As for the total charge: +3. The calculation puts the lowest unoccupied orbital energy (spin up / spin down) at -0.51460 / -0.50826 Ha.

Geometry as XYZ:
```
41
Properties=species:S:1:pos:R:3:forces:R:3
Pd -0.641314 -0.394338 0.110384 -0.4 0.5 0.4
I 0.316431 -0.915846 -2.234988 0.6 0.2 0.1
C 1.953640 -1.826347 -1.357525 0.0 -0.9 0.0
C 3.012512 -2.425693 -2.135083 -0.2 0.4 0.0
C 4.080138 -2.983480 -1.506123 0.1 -0.1 0.3
C 4.158908 -2.955857 -0.074514 0.1 -0.1 -0.4
C 3.146196 -2.376912 0.687006 -0.1 0.2 0.0
C 3.223499 -2.355165 2.080420 -0.2 0.1 0.2
C 2.174764 -1.755244 2.843045 0.3 -0.1 0.0
C 1.096689 -1.211893 2.216559 -0.2 0.2 -0.4
C 0.974150 -1.200512 0.764047 0.6 -0.4 0.7
C 2.013945 -1.794459 0.032172 0.2 0.1 0.1
H 2.946297 -2.432395 -3.216971 0.0 0.0 0.0
H 4.879106 -3.446325 -2.072041 0.0 0.0 0.0
H 5.025006 -3.389439 0.415982 0.0 0.0 0.0
H 4.074372 -2.798292 2.588439 0.0 0.0 0.0
H 2.245666 -1.744219 3.923317 0.0 0.0 0.0
H 0.302718 -0.771728 2.809423 0.0 0.0 0.0
N -0.978993 0.866338 -3.279137 -0.5 0.1 -0.4
C -0.780673 2.331849 -3.148616 0.2 0.3 0.3
C -0.841832 2.854165 -1.720645 0.0 -0.1 0.1
C -2.249596 2.922082 -1.105922 -0.1 -0.1 -0.2
C -2.658339 1.989289 0.025638 -0.1 0.1 0.1
N -2.566283 0.500029 -0.200111 0.2 0.0 -0.2
H -0.687990 0.607839 -4.219565 -0.2 0.0 -0.2
H -1.962644 0.619116 -3.232038 -0.2 0.1 -0.1
H -1.532473 2.870211 -3.731021 0.0 -0.2 -0.1
H 0.186833 2.565319 -3.595134 0.0 -0.1 0.1
H -0.450705 3.870096 -1.781344 0.0 0.0 0.1
H -0.144852 2.316013 -1.065004 0.1 -0.1 0.0
H -2.996415 2.868888 -1.904507 0.0 0.0 0.0
H -2.381855 3.914073 -0.669718 -0.1 0.0 -0.1
H -3.704935 2.212332 0.242928 0.0 0.0 0.1
H -2.103663 2.211162 0.940889 0.1 -0.1 -0.1
H -3.082440 0.233625 -1.034561 0.0 0.1 -0.1
H -3.094073 0.069047 0.563443 -0.1 0.0 -0.1
Cl -2.220002 0.084392 2.933199 0.2 -0.1 -0.3
C -2.510273 0.141854 4.765419 -0.1 0.1 0.1
Cl -4.020850 0.907354 5.097534 0.1 0.0 0.0
H -1.683778 0.717072 5.163673 0.0 0.0 0.0
H -2.516893 -0.894000 5.081052 0.0 0.0 0.0
```
Forces are in eV/Å.

=====

# 2
C15H20Cl2N2O3S | ωB97M-V with the def2-TZVPD basis set

For the energy, the calculation gives -60883.2393 eV. Its HOMO energy is -9.59 eV. As for the gap between HOMO and LUMO: 9.30 eV. The calculation puts the lowest unoccupied orbital energy at -0.01059 Ha. The value obtained for the relative energy (zero: lowest compared OMol25 entry of this formula, charge and spin) is 0.0 kJ/mol.

Geometry as XYZ:
```
43
Properties=species:S:1:pos:R:3:forces:R:3
C -0.711699 0.734952 -3.383675 0.0 -0.2 0.0
H -0.778535 1.078160 -4.413496 0.0 0.1 -0.1
H -0.139929 1.466892 -2.822811 0.0 0.2 0.0
H -1.719601 0.686724 -2.975717 -0.1 0.0 0.0
C -0.040210 -0.636365 -3.339138 0.0 0.1 0.1
C 1.383079 -0.552310 -3.883989 -0.2 -0.1 0.0
H 1.885080 -1.513704 -3.802427 0.1 -0.1 0.0
H 1.952895 0.194257 -3.337341 0.1 0.1 0.0
H 1.363045 -0.264679 -4.932528 0.0 0.0 -0.1
C -0.083986 -1.264645 -1.937354 0.1 0.0 0.0
C 0.966836 -0.773487 -0.930727 0.2 0.0 -0.6
H 1.972384 -1.032011 -1.277796 -0.2 0.2 0.1
C 0.906125 0.734861 -0.653607 0.0 -0.7 0.2
O 1.675895 1.518987 -1.167757 0.3 0.2 -0.3
N -0.081928 1.069160 0.187319 -0.3 0.0 0.2
H -0.599880 0.326779 0.633255 0.1 0.0 0.0
C -0.303929 2.413748 0.670661 0.1 0.2 -0.2
C -1.765336 2.836936 0.445173 0.0 0.0 0.0
H -2.212019 2.295166 -0.387020 0.0 0.1 -0.1
H -1.807115 3.902950 0.221656 0.0 0.1 0.0
C -2.451667 2.562462 1.780038 0.0 0.2 0.0
H -3.389007 3.105685 1.887821 -0.1 -0.1 0.0
H -2.656360 1.496193 1.889995 -0.1 -0.1 0.0
C -1.397936 3.001316 2.792645 0.0 -0.1 0.1
H -1.389452 4.090001 2.860219 0.0 0.1 0.0
H -1.578116 2.598689 3.787899 0.0 0.1 0.1
C -0.078813 2.500088 2.196311 0.0 0.1 0.1
H 0.156769 1.505492 2.578436 0.1 0.0 0.0
H 0.753236 3.156741 2.442228 0.1 -0.1 0.0
H 0.391998 3.045051 0.113670 -0.1 -0.1 0.1
O 0.720462 -1.427578 0.325938 -0.2 0.2 0.0
C 1.334981 -2.578454 0.563778 0.2 -0.1 -0.2
O 2.074904 -3.148179 -0.193955 -0.1 0.1 0.1
C 0.983727 -3.075661 1.922441 -0.2 -0.1 0.5
N 0.171598 -2.384392 2.690808 -0.1 0.4 -0.4
S -0.074079 -3.092876 4.122382 0.6 -0.8 -0.2
C 0.951921 -4.437694 3.764565 -0.1 0.5 -0.4
C 1.468773 -4.281012 2.495593 -0.2 -0.1 0.6
Cl 2.527549 -5.383317 1.751182 0.1 -0.2 0.1
Cl 1.243049 -5.718631 4.835835 0.0 -0.1 0.1
H -1.073632 -1.104748 -1.500945 0.0 0.0 0.0
H 0.067075 -2.343635 -2.032898 0.0 0.0 0.1
H -0.618152 -1.307911 -3.986669 0.1 0.0 0.1
```
Forces are in eV/Å.

=====

# 3
C15H20FNO2 | ωB97M-V with the def2-TZVPD basis set

For the energy, the calculation gives -24168.2049 eV. Its HOMO energy is -8.06 eV. As for the gap between HOMO and LUMO: 8.79 eV. The calculation puts the lowest unoccupied orbital energy at 0.02689 Ha. The value obtained for the relative energy (zero: lowest compared OMol25 entry of this formula, charge and spin) is 1434.7 kJ/mol.

Geometry as XYZ:
```
39
Properties=species:S:1:pos:R:3:forces:R:3
C -6.366569 -1.332499 1.020531 -4.5 12.7 -1.3
C -5.403481 -0.107282 0.744664 -5.0 -1.8 -2.0
H -5.782045 0.632665 -0.081030 0.3 -1.6 1.5
H -5.455397 0.467592 1.638644 1.4 0.5 0.8
O -4.206402 -0.693151 0.254872 -0.7 1.2 1.8
C -3.420319 0.359483 0.139273 4.4 -1.1 -2.8
O -3.730799 1.491182 0.251834 -0.5 2.0 0.7
C -2.042572 -0.111343 -0.420665 1.0 1.3 4.3
H -2.013898 -1.136353 -0.032665 0.4 -0.1 -0.7
C -0.854848 0.655859 0.306440 -7.6 5.0 1.4
N 0.333981 0.369889 -0.068947 4.4 -5.3 -4.9
C 1.390021 0.905857 0.507625 5.2 1.0 4.7
C 2.783856 -0.169922 0.347650 -0.8 11.7 1.5
C 4.021169 0.713595 0.371328 -0.1 -4.7 -2.1
C 5.165529 -0.107589 0.082675 -3.4 2.9 3.3
C 5.049012 -1.505547 0.336169 2.9 -1.4 -2.9
C 3.933327 -2.276547 0.387383 -1.7 16.0 0.6
C 2.697174 -1.431126 0.542104 13.4 -0.6 -0.7
H 1.880882 -1.757601 0.488423 -12.1 -5.5 -0.2
H 3.823354 -3.145726 0.452910 -0.8 -13.2 0.8
H 5.982472 -2.051021 0.022551 -0.6 0.4 1.0
H 5.992825 0.532428 0.270583 1.8 -0.5 -0.7
F 4.066150 2.092669 0.386089 -0.4 -2.3 0.0
H 1.177027 0.904552 1.848434 0.8 0.6 -4.1
H 1.657966 2.014758 0.021979 -0.4 -2.3 1.6
C 0.634921 0.279920 -1.538466 -4.2 -6.0 2.2
C -0.495020 -0.782770 -2.219251 -0.3 17.6 -4.4
C -1.861399 0.042529 -1.858649 0.4 -19.4 3.1
H -2.742580 -0.796953 -2.157345 1.8 2.7 -0.5
H -2.021936 0.861534 -2.114295 -1.9 13.0 -4.9
H -0.365126 -0.430008 -3.349210 -0.1 -1.7 2.0
H -0.407489 -1.661471 -2.034323 0.7 -10.5 2.4
H 1.580137 -0.066482 -1.765292 2.0 -0.5 0.1
H 0.443679 1.175422 -1.899151 -0.8 4.5 -2.2
H -0.995507 0.589331 1.409981 0.2 0.1 -0.6
H -0.985646 1.956728 0.046738 -0.5 -2.7 0.7
H -5.983089 -1.948925 1.555514 4.4 -6.6 8.2
H -6.447222 -1.892882 0.283792 -0.9 -4.4 -7.9
H -7.446163 -0.991974 1.217036 1.8 -0.5 0.4
```
Forces are in eV/Å.

=====

# 4
C15H20N2 | ωB97M-V with the def2-TZVPD basis set

For the energy, the calculation gives -18853.5385 eV. Its HOMO energy is -8.22 eV. As for the gap between HOMO and LUMO: 8.98 eV. The calculation puts the lowest unoccupied orbital energy at 0.02792 Ha. The value obtained for the relative energy (zero: lowest compared OMol25 entry of this formula, charge and spin) is 514.5 kJ/mol.

Geometry as XYZ:
```
37
Properties=species:S:1:pos:R:3:forces:R:3
C 5.024887 0.454308 -0.686147 -1.3 1.5 2.1
C 4.051610 -0.564638 -0.112264 0.1 -1.6 1.7
C 2.468568 -0.340310 -0.056089 1.6 -0.4 0.7
C 1.790668 -1.045862 1.122506 -1.8 -4.0 -5.5
C -0.192060 -1.232887 -0.321468 -3.2 4.4 2.3
C -1.696452 -1.083472 -0.118828 -2.4 -0.1 -0.4
C -2.510810 -2.173168 -0.314199 -3.2 1.2 0.0
C -4.044463 -2.048801 -0.322015 3.2 2.4 0.3
C -4.601693 -0.789928 -0.193192 3.3 -4.4 -0.1
C -3.767636 0.292298 -0.018361 -1.6 0.8 0.9
C -4.466685 1.496501 0.124622 -1.4 3.6 -1.4
C -3.854128 2.767257 -0.004504 1.2 -3.6 1.8
C -2.397370 2.676309 0.123935 -1.0 3.6 -2.3
C -1.737185 1.527273 0.157408 2.3 -4.3 -0.7
C -2.416727 0.202822 0.077565 3.6 1.3 -0.2
H 5.889851 2.595284 -0.287181 -4.4 -3.2 0.9
H 4.548065 1.566705 1.059092 1.4 1.8 -4.5
H 4.913929 0.446056 -1.677182 -0.8 0.5 -4.3
H 6.034981 0.194116 -0.603057 1.5 -0.9 1.0
H 4.338063 -1.615538 -0.370531 -0.5 0.8 -1.0
H 4.447545 -0.701996 0.914176 -0.8 0.6 0.4
H 2.350102 0.658813 0.312816 -0.3 1.3 -1.1
H 1.842865 -0.651121 -0.963840 1.7 1.0 1.1
H 1.721030 -2.178858 0.713819 1.3 1.5 1.7
H 2.165020 -0.964638 2.083779 0.8 0.4 1.7
H -0.054873 -1.386033 1.637361 -0.7 0.0 0.7
H -0.019780 -2.178505 -0.698888 1.1 -2.2 -0.5
H -0.105163 -0.445776 -1.056025 1.1 -0.1 -0.6
H -2.073847 -3.101102 -0.572083 0.3 -1.0 0.0
H -4.775385 -2.794061 -0.422391 -0.1 -1.7 -0.2
H -5.615235 -0.816159 -0.182622 -2.9 0.9 0.0
H -5.596491 1.380267 0.060557 1.5 0.5 0.2
H -4.372571 3.704919 -0.016462 -0.2 0.2 -0.1
H -1.800994 3.595352 -0.211079 -0.8 -1.2 1.2
H -0.600178 1.428881 0.019434 -1.8 0.7 0.6
N 4.766878 1.869059 -0.182507 2.6 0.0 3.8
N 0.345667 -0.743360 0.983853 0.9 -0.5 -0.3
```
Forces are in eV/Å.

=====

# 5
C15H20N2O11P2TeV | ωB97M-V with the def2-TZVPD basis set

For the energy, the calculation gives -92939.5438 eV. Its HOMO energy (spin up / spin down) is -12.24 / -12.43 eV. As for the gap between HOMO and LUMO (spin up / spin down): 8.49 / 8.63 eV. As for the total charge: +1. The spin multiplicity is 3. The calculation puts the lowest unoccupied orbital energy (spin up / spin down) at -0.13809 / -0.13970 Ha. The value obtained for the relative energy (zero: lowest compared OMol25 entry of this formula, charge and spin) is 2.5 kJ/mol.

Geometry as XYZ:
```
52
Properties=species:S:1:pos:R:3:forces:R:3
V -0.309054 0.752684 0.064975 -0.3 0.0 0.2
C -0.676111 -0.605221 4.467156 0.0 0.0 0.0
C -0.447621 -0.128321 3.046627 0.2 0.1 -0.2
O -1.596795 -0.263842 2.200572 0.0 0.0 -0.1
P 0.066653 1.640020 2.932471 -0.2 0.1 0.1
O -0.719345 2.452840 4.031528 0.1 0.0 -0.1
O 1.566932 1.793752 3.281238 0.0 0.0 0.1
O -0.362879 2.089449 1.556106 0.1 0.0 0.3
P 0.877149 -1.083663 2.147353 0.0 -0.2 0.1
O 0.675677 -2.610697 2.525478 0.0 0.0 0.0
O 2.206960 -0.572940 2.587837 0.0 0.0 0.0
O 0.457912 -0.940487 0.689148 0.2 -0.1 0.2
H -1.444326 -0.002860 4.953854 0.0 0.0 0.0
H 0.240400 -0.521222 5.053669 0.0 0.0 0.0
H -0.989241 -1.648069 4.451965 0.0 0.0 0.0
H -2.375456 0.113534 2.630324 0.0 0.0 0.0
H -0.172232 3.025380 4.586737 0.0 0.0 0.0
H 2.071137 0.945637 3.018560 0.0 0.0 0.0
H 1.350049 -2.926262 3.141234 0.0 0.0 0.0
N -1.012280 2.359046 -1.192899 -0.1 0.2 0.1
N -1.096215 1.648900 -2.412406 0.0 0.1 0.0
C -1.629753 0.337787 -2.289339 -0.1 0.2 -0.2
O -1.928364 -0.258621 -3.289340 -0.1 -0.2 0.1
O -1.654120 -0.080745 -1.043370 0.7 0.1 -0.2
H -1.885033 2.816864 -0.937331 0.0 0.0 0.0
H -0.267883 3.047705 -1.239045 0.0 0.0 0.0
H -1.454018 2.158953 -3.209413 0.0 0.0 0.0
Te 1.804971 -0.675620 -2.121465 0.3 0.0 0.3
C 3.455445 -0.432549 -3.368271 -0.1 0.0 -0.1
C 4.693543 -0.084263 -2.842564 -0.1 0.0 0.0
C 5.764305 0.046682 -3.710918 0.0 0.0 0.0
C 5.591178 -0.175848 -5.072381 0.0 0.0 0.0
C 4.348374 -0.519345 -5.582399 0.0 0.0 0.0
C 3.261941 -0.644259 -4.728453 0.0 0.0 0.1
C 2.429390 -2.390195 -1.108220 -0.1 0.0 -0.1
C 1.725668 -3.561870 -1.354660 0.0 0.1 0.0
C 2.106933 -4.717611 -0.689768 0.0 0.0 0.0
C 3.162295 -4.679210 0.210678 0.0 0.0 0.0
C 3.840060 -3.492002 0.459024 0.0 0.0 0.0
C 3.477792 -2.329125 -0.203423 0.0 0.0 0.0
H 4.813354 0.100332 -1.783306 0.0 0.0 0.0
H 6.736669 0.323928 -3.327128 0.0 0.0 0.0
H 6.433926 -0.073754 -5.742862 0.0 0.0 0.0
H 4.221094 -0.682287 -6.643884 0.0 0.0 0.0
H 2.283175 -0.897752 -5.119079 0.0 0.0 0.0
H 0.886362 -3.572641 -2.040576 0.0 -0.1 0.0
H 1.572776 -5.640715 -0.868278 0.0 0.0 0.0
H 3.455901 -5.582137 0.729574 0.0 0.0 0.0
H 4.652953 -3.467363 1.172616 0.0 0.0 0.0
H 3.976786 -1.393617 0.013340 0.0 0.0 0.0
O 1.412219 1.425252 -0.258631 -0.1 -0.2 -0.6
O 2.466047 0.636968 -0.847355 -0.2 -0.1 0.0
```
Forces are in eV/Å.

=====

# 6
C15H20N2O11P2TeV | ωB97M-V with the def2-TZVPD basis set

For the energy, the calculation gives -92938.7818 eV. Its HOMO energy (spin up / spin down) is -12.41 / -12.54 eV. As for the gap between HOMO and LUMO (spin up / spin down): 8.39 / 8.46 eV. As for the total charge: +1. The spin multiplicity is 3. The calculation puts the lowest unoccupied orbital energy (spin up / spin down) at -0.14780 / -0.15009 Ha. The value obtained for the relative energy (zero: lowest compared OMol25 entry of this formula, charge and spin) is 76.0 kJ/mol.

Geometry as XYZ:
```
52
Properties=species:S:1:pos:R:3:forces:R:3
V 0.259130 -1.066207 -0.043298 -0.4 -0.2 -0.3
C 1.823561 -5.443499 -1.458520 0.0 0.0 0.0
C 1.301260 -4.640689 -0.275984 0.0 -0.1 0.0
O 1.156153 -5.428559 0.908497 0.0 0.0 0.0
P -0.331428 -3.923388 -0.555984 0.1 0.1 -0.2
O -1.251113 -4.904491 -1.351208 0.0 0.1 -0.1
O -0.958327 -3.712136 0.883863 -0.1 0.0 0.1
O -0.182716 -2.587974 -1.243529 -0.2 -0.2 0.1
P 2.419647 -3.208224 0.156037 -0.2 0.0 0.1
O 2.719850 -2.502275 -1.251337 0.1 0.1 0.0
O 3.619700 -3.729875 0.814407 -0.1 -0.1 0.2
O 1.485666 -2.209909 0.900789 0.2 -0.1 -0.2
H 1.220475 -6.340445 -1.592930 0.0 0.0 0.0
H 2.856572 -5.734991 -1.263981 0.0 0.0 0.0
H 1.801357 -4.857753 -2.377472 0.0 0.0 0.0
H 2.037697 -5.553555 1.291619 0.0 0.0 0.0
H -2.087176 -4.494488 -1.637198 0.0 -0.1 0.0
H -0.558596 -4.332231 1.523729 0.0 0.0 0.0
H 3.660647 -2.552933 -1.474484 -0.1 0.0 0.0
N -2.135139 -0.552613 2.251555 0.1 0.1 -0.1
N -3.023883 -1.031166 1.269906 -0.1 -0.1 0.0
C -2.589214 -1.216839 -0.039157 0.1 0.1 -0.1
O -3.085400 -2.082631 -0.720783 -0.1 0.0 -0.1
O -1.638274 -0.375975 -0.464725 0.4 -0.5 0.7
H -1.621810 -1.318927 2.679478 0.0 0.0 0.0
H -2.673140 -0.091749 2.974136 0.0 0.0 0.0
H -3.651058 -1.768709 1.559828 0.0 -0.1 0.0
Te -1.285577 1.845465 0.699302 0.2 -0.2 0.2
C -0.251599 3.335938 1.725595 0.0 0.2 0.0
C 1.109771 3.300775 2.011262 0.0 0.1 0.0
C 1.693334 4.406531 2.612112 0.0 0.0 0.0
C 0.929017 5.527439 2.912232 0.0 0.0 0.0
C -0.427795 5.551187 2.630120 -0.1 0.0 0.0
C -1.028409 4.446321 2.040374 0.1 0.1 0.1
C -0.759187 2.439496 -1.206031 -0.1 -0.1 -0.2
C -1.674274 2.096492 -2.198693 0.0 0.0 -0.2
C -1.446508 2.515778 -3.501811 0.0 0.0 0.1
C -0.310767 3.254663 -3.796121 0.0 0.0 0.0
C 0.598622 3.588395 -2.797718 0.0 0.0 0.0
C 0.377389 3.189046 -1.491912 0.0 0.0 0.0
H 1.703623 2.427967 1.781816 0.0 0.0 0.0
H 2.749167 4.392036 2.846470 0.0 0.0 0.0
H 1.395005 6.385763 3.377271 0.0 0.0 0.0
H -1.021421 6.421125 2.875617 0.0 0.0 0.0
H -2.094744 4.474181 1.838703 0.0 0.0 0.0
H -2.544949 1.492180 -1.977042 0.0 0.0 0.0
H -2.150477 2.257993 -4.280712 0.0 0.0 0.0
H -0.130913 3.576466 -4.813247 0.0 0.0 0.0
H 1.480641 4.165636 -3.039422 0.0 0.0 0.0
H 1.076861 3.459713 -0.713960 0.0 0.0 0.0
O 0.295250 0.624996 1.099973 0.3 0.0 -0.7
O 1.143501 0.486654 -0.097432 -0.3 0.7 0.5
```
Forces are in eV/Å.